1.
Entry from OMol25: a structure of composition C8H6F9N2NaO4 (ωB97M-V with the def2-TZVPD basis set).

charge = -2
orbital gap = 0.213 Eh
E_HOMO = -1.295 eV
energy above the lowest of the compared OMol25 structures with the same formula, charge and spin = 55.7 kJ/mol
multiplicity = 1

Each line ends with the natural charge from an NBO analysis.
CARTESIAN COORDINATES (ANGSTROEM)
1 Na 0.760 -0.676 -0.026  0.909
2 N -2.221 -1.956 -0.473  -0.857
3 C -1.944 -2.434 0.906  -0.278
4 C -0.571 -1.966 1.400  0.518
5 O -0.449 -0.701 1.583  -0.863
6 N 0.327 -2.904 1.551  -0.633
7 C 1.626 -2.503 2.102  -0.373
8 C 2.782 -2.168 1.108  0.769
9 O 3.938 -2.448 1.503  -0.786
10 O 2.472 -1.605 0.012  -0.854
11 H -1.583 -1.196 -0.698  0.384
12 H -3.134 -1.529 -0.520  0.333
13 H -1.977 -3.521 0.942  0.174
14 H -2.680 -2.034 1.613  0.156
15 H 2.006 -3.310 2.722  0.179
16 H 1.530 -1.611 2.737  0.184
17 F 2.043 1.634 -0.037  -0.316
18 C 1.423 2.248 -1.070  0.937
19 F 1.601 3.579 -0.888  -0.347
20 F 2.091 1.904 -2.178  -0.323
21 C -0.096 1.812 -1.205  0.064
22 O -0.226 0.511 -1.381  -0.868
23 C -0.708 2.564 -2.472  0.938
24 F -0.466 3.885 -2.599  -0.343
25 F -0.251 1.988 -3.596  -0.327
26 F -2.049 2.416 -2.469  -0.337
27 C -0.873 2.369 0.065  0.941
28 F -1.134 3.706 -0.019  -0.358
29 F -2.047 1.756 0.192  -0.311
30 F -0.187 2.190 1.195  -0.311

2.
Entry from OMol25: a structure of composition C75H172F8N11O19P3S8 (ωB97M-V with the def2-TZVPD basis set).

charge = +4
orbital gap = 0.329 Eh
E_HOMO = -14.834 eV
multiplicity = 1

Each line ends with the Löwdin charge.
CARTESIAN COORDINATES (ANGSTROEM)
1 C -5.212 4.522 -0.916  -0.099
2 C -6.222 3.591 -0.310  -0.292
3 C -6.355 3.516 1.168  -0.235
4 C -7.494 2.508 1.503  -0.256
5 P -7.852 2.090 3.200  0.949
6 C -8.895 3.419 3.791  -0.242
7 C -9.637 2.919 5.116  -0.199
8 C -9.946 4.126 6.030  -0.276
9 C -10.864 5.137 5.393  -0.100
10 C -8.648 0.521 3.293  -0.263
11 C -8.149 -0.663 2.450  -0.238
12 C -6.699 -1.027 2.636  -0.246
13 C -6.239 -2.189 1.674  -0.071
14 C -6.331 2.100 4.115  -0.257
15 C -6.336 1.685 5.603  -0.228
16 C -5.072 1.082 6.138  -0.289
17 C -3.852 1.938 6.076  -0.103
18 H -4.179 4.209 -0.734  0.066
19 H -5.301 5.555 -0.658  0.070
20 H -5.178 4.605 -1.993  0.073
21 H -5.977 2.572 -0.664  0.113
22 H -7.174 3.750 -0.823  0.124
23 H -6.601 4.517 1.544  0.126
24 H -5.394 3.153 1.539  0.106
25 H -7.170 1.565 0.958  0.118
26 H -8.462 2.839 1.112  0.111
27 H -9.590 3.751 3.016  0.103
28 H -8.296 4.315 3.857  0.104
29 H -8.959 2.234 5.652  0.076
30 H -10.562 2.370 4.950  0.118
31 H -9.024 4.643 6.265  0.102
32 H -10.339 3.865 6.997  0.108
33 H -10.949 6.005 6.076  0.098
34 H -11.877 4.753 5.250  0.085
35 H -10.455 5.335 4.404  0.060
36 H -9.706 0.728 3.052  0.122
37 H -8.582 0.238 4.381  0.114
38 H -8.397 -0.430 1.404  0.120
39 H -8.790 -1.517 2.629  0.123
40 H -6.535 -1.492 3.654  0.126
41 H -6.038 -0.193 2.565  0.059
42 H -6.397 -1.924 0.617  0.079
43 H -6.857 -2.999 1.873  0.051
44 H -5.192 -2.453 1.846  0.051
45 H -6.035 3.130 4.154  0.102
46 H -5.596 1.613 3.525  0.060
47 H -7.155 1.000 5.907  0.108
48 H -6.562 2.601 6.173  0.125
49 H -4.855 0.162 5.643  0.081
50 H -5.247 0.782 7.160  0.120
51 H -2.969 1.446 6.488  0.055
52 H -4.032 2.863 6.658  0.098
53 H -3.570 2.197 5.032  0.079
54 C -2.867 0.981 1.286  -0.079
55 C -1.594 0.129 1.425  -0.245
56 C -1.104 0.078 2.851  -0.220
57 C 0.214 -0.721 3.154  -0.256
58 P 0.673 -0.795 4.847  0.965
59 C -0.711 -1.165 5.925  -0.259
60 C -1.465 -2.439 5.562  -0.239
61 C -2.858 -2.606 6.119  -0.256
62 C -3.626 -3.527 5.211  -0.119
63 C 1.919 -2.088 5.023  -0.265
64 C 2.214 -2.514 6.470  -0.227
65 C 3.034 -3.731 6.209  -0.269
66 C 2.177 -4.905 5.696  -0.092
67 C 1.420 0.730 5.400  -0.271
68 C 0.589 2.023 5.459  -0.249
69 C 1.436 3.097 6.142  -0.261
70 C 0.822 4.485 5.965  -0.086
71 H -3.391 0.726 0.398  0.045
72 H -2.541 2.010 1.172  0.085
73 H -3.508 0.884 2.177  0.063
74 H -0.863 0.488 0.707  0.103
75 H -1.884 -0.908 1.192  0.111
76 H -1.909 -0.459 3.385  0.105
77 H -0.966 1.058 3.337  0.098
78 H 1.148 -0.329 2.703  0.108
79 H 0.139 -1.721 2.684  0.078
80 H -1.373 -0.285 5.712  0.088
81 H -0.334 -0.979 6.921  0.104
82 H -0.849 -3.298 5.802  0.104
83 H -1.417 -2.492 4.434  0.114
84 H -3.448 -1.679 6.213  0.099
85 H -2.939 -2.945 7.160  0.128
86 H -3.281 -4.588 5.211  0.078
87 H -3.614 -3.139 4.191  0.060
88 H -4.694 -3.529 5.526  0.090
89 H 2.801 -1.748 4.518  0.106
90 H 1.461 -2.896 4.505  0.068
91 H 1.296 -2.677 7.081  0.120
92 H 2.827 -1.749 6.964  0.119
93 H 3.729 -4.096 7.001  0.130
94 H 3.766 -3.438 5.469  0.105
95 H 1.231 -5.024 6.225  0.073
96 H 2.774 -5.794 5.906  0.077
97 H 2.090 -4.892 4.597  0.062
98 H 2.339 0.940 4.865  0.061
99 H 1.700 0.464 6.461  0.123
100 H -0.339 1.817 6.011  0.105
101 H 0.296 2.257 4.430  0.101
102 H 2.418 3.042 5.648  0.102
103 H 1.617 2.735 7.178  0.128
104 H -0.114 4.591 6.590  0.101
105 H 0.566 4.541 4.934  0.055
106 H 1.534 5.250 6.255  0.075
107 C 9.447 7.370 4.408  -0.104
108 C 9.746 7.574 2.936  -0.238
109 C 8.524 7.183 2.085  -0.234
110 C 8.137 5.716 2.327  -0.274
111 P 7.154 4.858 1.110  0.983
112 C 6.561 3.381 1.885  -0.281
113 C 5.657 2.385 1.099  -0.228
114 C 5.025 1.278 1.883  -0.225
115 C 3.961 1.687 2.970  -0.074
116 C 5.776 5.865 0.515  -0.274
117 C 4.821 6.450 1.532  -0.223
118 C 3.746 7.317 0.812  -0.250
119 C 2.570 6.508 0.452  -0.113
120 C 8.102 4.349 -0.357  -0.227
121 C 9.121 3.224 0.014  -0.242
122 C 9.757 2.581 -1.230  -0.241
123 C 10.882 1.608 -0.720  -0.080
124 H 10.169 7.843 5.108  0.093
125 H 9.326 6.354 4.778  0.069
126 H 8.525 7.911 4.600  0.078
127 H 10.583 6.953 2.608  0.116
128 H 9.961 8.561 2.659  0.098
129 H 8.864 7.322 1.060  0.111
130 H 7.703 7.832 2.202  0.093
131 H 7.663 5.718 3.318  0.107
132 H 9.028 5.117 2.473  0.101
133 H 6.139 3.720 2.837  0.099
134 H 7.513 2.969 2.231  0.092
135 H 6.323 2.011 0.335  0.088
136 H 4.961 3.063 0.528  0.112
137 H 5.804 0.668 2.372  0.121
138 H 4.607 0.583 1.171  0.093
139 H 4.421 2.062 3.857  0.062
140 H 3.406 0.779 3.201  0.039
141 H 3.304 2.436 2.562  0.075
142 H 5.285 5.186 -0.187  0.076
143 H 6.233 6.662 -0.073  0.114
144 H 5.421 7.000 2.268  0.101
145 H 4.340 5.667 2.165  0.116
146 H 4.171 7.802 -0.051  0.113
147 H 3.377 8.034 1.541  0.115
148 H 2.201 6.027 1.333  0.069
149 H 2.785 5.734 -0.260  0.055
150 H 1.850 7.168 -0.022  0.091
151 H 8.511 5.241 -0.788  0.097
152 H 7.412 3.973 -1.122  0.105
153 H 8.670 2.427 0.650  0.101
154 H 9.981 3.687 0.544  0.124
155 H 10.132 3.335 -1.936  0.122
156 H 9.112 1.977 -1.801  0.069
157 H 10.494 1.053 0.141  0.078
158 H 11.778 2.183 -0.551  0.076
159 H 11.093 0.950 -1.515  0.049
160 C -1.463 5.004 -9.624  -0.070
161 C -0.262 4.579 -10.424  -0.157
162 N 0.232 3.229 -10.124  -0.007
163 C 0.754 2.384 -11.140  0.030
164 C 1.150 1.280 -10.533  -0.029
165 N 0.806 1.376 -9.221  -0.076
166 C 0.306 2.584 -8.982  0.016
167 C 1.171 0.330 -8.295  -0.003
168 H -1.254 5.303 -8.602  0.081
169 H -2.267 4.264 -9.601  0.097
170 H -1.875 5.906 -9.989  0.073
171 H 0.525 5.356 -10.366  0.146
172 H -0.572 4.605 -11.444  0.117
173 H 0.747 2.587 -12.191  0.141
174 H 1.612 0.434 -10.943  0.132
175 H 0.023 2.872 -8.004  0.168
176 H 0.630 -0.631 -8.588  0.122
177 H 0.797 0.546 -7.285  0.073
178 H 2.263 0.166 -8.190  0.113
179 C -3.266 -3.807 -0.201  -0.047
180 C -2.656 -3.671 -1.602  -0.156
181 N -2.146 -2.313 -1.812  -0.040
182 C -2.906 -1.194 -1.729  -0.028
183 C -2.040 -0.112 -1.842  -0.045
184 N -0.790 -0.638 -1.922  -0.061
185 C -0.866 -1.961 -1.975  -0.039
186 C 0.496 0.145 -1.916  0.026
187 H -4.035 -4.594 -0.221  0.087
188 H -3.858 -2.892 0.027  0.059
189 H -2.522 -4.084 0.605  0.072
190 H -3.461 -3.938 -2.317  0.085
191 H -1.907 -4.391 -1.801  0.104
192 H -3.976 -1.288 -1.616  0.128
193 H -2.265 0.959 -1.993  0.091
194 H -0.050 -2.594 -2.292  0.165
195 H 1.206 -0.366 -1.257  0.096
196 H 0.305 1.127 -1.600  0.072
197 H 0.883 0.268 -2.914  0.072
198 C -2.793 -5.242 -5.282  0.027
199 N -1.992 -4.369 -6.206  -0.327
200 C -2.997 -3.529 -6.949  -0.005
201 C -1.214 -3.323 -5.466  -0.006
202 C -1.080 -5.122 -7.122  -0.093
203 C -0.563 -6.413 -6.507  -0.221
204 O -0.049 -6.158 -5.207  -0.069
205 H -3.386 -5.995 -5.846  0.136
206 H -3.482 -4.613 -4.752  0.062
207 H -2.075 -5.839 -4.709  0.095
208 H -2.570 -2.855 -7.681  0.119
209 H -3.568 -2.882 -6.254  0.086
210 H -3.693 -4.173 -7.434  0.102
211 H -1.897 -2.909 -4.701  0.077
212 H -0.850 -2.647 -6.288  0.122
213 H -0.374 -3.785 -4.957  0.094
214 H -0.285 -4.449 -7.492  0.149
215 H -1.650 -5.473 -7.973  0.141
216 H 0.174 -6.810 -7.199  0.130
217 H -1.386 -7.172 -6.528  0.137
218 H 0.469 -6.878 -4.856  0.100
219 C 5.638 -1.928 -1.872  0.044
220 N 6.324 -1.732 -3.266  -0.328
221 C 5.681 -0.612 -4.036  0.024
222 C 7.738 -1.347 -2.930  0.004
223 C 6.225 -3.088 -3.953  -0.113
224 C 7.038 -3.167 -5.194  -0.183
225 O 6.164 -2.584 -6.219  -0.075
226 H 6.226 -2.699 -1.390  0.103
227 H 4.599 -2.255 -2.013  0.100
228 H 5.741 -1.016 -1.324  0.089
229 H 4.600 -0.743 -3.914  0.111
230 H 5.961 -0.651 -5.094  0.107
231 H 6.016 0.354 -3.599  0.098
232 H 8.160 -2.299 -2.543  0.128
233 H 7.802 -0.498 -2.293  0.090
234 H 8.328 -1.107 -3.801  0.100
235 H 5.144 -3.186 -4.121  0.140
236 H 6.569 -3.870 -3.216  0.158
237 H 7.286 -4.219 -5.459  0.147
238 H 7.965 -2.615 -5.113  0.109
239 H 6.543 -2.718 -7.095  0.100
240 C -2.981 -8.320 1.377  0.031
241 N -1.858 -7.882 2.307  -0.357
242 C -2.125 -6.505 2.766  0.003
243 C -1.787 -8.836 3.455  -0.001
244 C -0.513 -8.134 1.578  -0.064
245 C -0.309 -7.546 0.153  -0.225
246 O -0.412 -6.154 0.226  -0.054
247 H -3.975 -8.244 1.886  0.133
248 H -2.728 -9.372 1.161  0.120
249 H -2.958 -7.755 0.459  0.095
250 H -2.180 -5.825 1.878  0.098
251 H -1.432 -6.198 3.559  0.115
252 H -3.080 -6.572 3.261  0.095
253 H -2.742 -8.812 3.955  0.109
254 H -1.087 -8.531 4.220  0.113
255 H -1.555 -9.850 3.103  0.124
256 H -0.540 -9.195 1.320  0.129
257 H 0.248 -7.969 2.338  0.145
258 H -1.006 -8.070 -0.577  0.143
259 H 0.673 -7.884 -0.132  0.110
260 H 0.037 -5.754 -0.501  0.048
261 N 3.952 3.191 -3.964  -0.313
262 S 3.852 2.697 -2.515  0.485
263 O 5.077 2.052 -2.166  -0.316
264 O 2.545 2.210 -2.146  -0.280
265 F 3.906 4.193 -1.900  -0.207
266 S 3.335 2.551 -5.313  0.494
267 O 2.682 1.257 -5.073  -0.334
268 O 4.136 2.690 -6.491  -0.275
269 F 2.218 3.559 -5.492  -0.134
270 N -3.212 1.090 -4.652  -0.294
271 S -3.632 2.341 -3.900  0.593
272 O -3.745 3.497 -4.803  -0.269
273 O -3.061 2.502 -2.485  -0.365
274 F -5.096 1.774 -3.642  -0.179
275 S -1.734 0.829 -5.008  0.487
276 O -0.780 1.579 -4.256  -0.267
277 O -1.544 0.889 -6.408  -0.273
278 F -1.444 -0.714 -4.591  -0.190
279 N -6.120 -2.706 -4.968  -0.294
280 S -6.465 -2.675 -6.487  0.479
281 O -6.725 -3.908 -7.080  -0.237
282 O -5.381 -2.016 -7.134  -0.291
283 F -7.775 -1.833 -6.660  -0.119
284 S -5.674 -3.058 -3.562  0.579
285 O -5.455 -4.449 -3.363  -0.293
286 O -6.314 -2.470 -2.475  -0.249
287 F -3.912 -2.377 -3.728  -0.325
288 N 2.151 -4.175 -0.471  -0.316
289 S 2.170 -3.518 0.897  0.469
290 O 2.952 -4.006 2.039  -0.282
291 O 0.818 -3.154 1.127  -0.316
292 F 2.805 -2.082 0.612  -0.200
293 S 3.176 -5.179 -1.018  0.549
294 O 4.113 -5.736 -0.101  -0.243
295 O 3.564 -4.729 -2.313  -0.281
296 F 2.109 -6.499 -1.257  -0.246